The following is a DFT calculation (ωB97M-V/def2-TZVPD) of a cluster of 2 separate species, C3H4N2O in total at a distorted geometry.

Calculated values
HOMO energy ... -10.120 eV
SMILES ... N#[N+][O-].C#CC
Frontier orbital gap ... 11.177 eV
Lowest unoccupied orbital energy ... 0.0389 Eh
Relative energy (zero: lowest compared OMol25 entry of this formula, charge and spin) ... 94.4 kcal per mole

Geometry (Å):
N: 1.09546 -1.86663 -0.00558
N: 1.93711 -1.13013 0.11840
O: 2.81657 -0.34645 0.24907
C: 0.55791 1.45197 0.11495
C: -0.40152 0.73315 0.00160
C: -1.61502 -0.07071 -0.14359
H: 1.43429 2.05476 0.21159
H: -1.52530 -0.80179 -0.95254
H: -1.84696 -0.61810 0.77493
H: -2.45253 0.59393 -0.36883

Atom charges from the natural (NBO) analysis, given in e for atoms 1 to 4:
1 N -0.08
2 N 0.43
3 O -0.34
4 C -0.28